## P
A structure of composition C4H7FOS, computed with ωB97M-V/def2-TZVPD.

```
14
Properties=species:S:1:pos:R:3:mulliken_charge:R:1
C 0.273 -1.888 -1.059 -0.527
C -0.530 -0.141 0.264 0.273
C 0.714 0.837 -0.181 0.128
C 1.865 0.669 0.777 -0.930
H -0.096 -2.901 -1.370 0.251
H 1.471 -1.929 -0.826 0.187
H 0.215 -0.859 -1.983 0.289
H 0.271 1.933 -0.431 0.320
H 2.634 1.356 0.501 0.321
H 1.573 1.005 1.786 0.311
H 2.094 -0.395 0.636 0.232
O -0.612 -1.316 -0.132 -0.285
F 1.357 0.383 -1.414 -0.317
S -1.838 0.751 1.042 -0.251
```

Calculated values
HOMO-LUMO gap, eV: 8.697
Highest occupied orbital energy, Eh: -0.318

## Q
A cluster of 2 separate species, C4H7FOS in total, computed with ωB97M-V/def2-TZVPD.

```
14
Properties=species:S:1:pos:R:3:mulliken_charge:R:1
C 1.055 -1.017 0.813 -1.011
C 0.619 0.163 0.309 1.466
C 1.432 0.902 -0.718 -1.242
C -0.611 0.716 0.705 -1.512
O -3.663 -0.336 -0.595 -0.398
F -1.831 -2.061 -0.440 -0.267
S -2.327 -0.579 -1.071 0.610
H 0.472 -1.572 1.526 0.299
H 1.992 -1.445 0.507 0.304
H 1.054 1.909 -0.864 0.349
H 1.403 0.381 -1.672 0.274
H 2.473 0.964 -0.404 0.359
H -0.912 1.697 0.382 0.366
H -1.156 0.278 1.521 0.403
```

Calculated values
HOMO-LUMO gap (spin up / spin down), eV: 8.219 / 7.161
Highest occupied orbital energy (spin up / spin down), Eh: -0.320 / -0.296

Here are the energies relative to the best structure, in kJ/mol: P 95.4; Q 0.0.

## P
An isolated molecule of C5H8O4, computed with ωB97M-V/def2-TZVPD.

```
17
Properties=species:S:1:pos:R:3:mulliken_charge:R:1
O -1.694 0.852 0.960 -0.597
C -1.143 0.135 -0.035 0.712
O -1.577 0.717 -1.281 -0.530
C -0.997 -1.385 -0.023 -0.714
C 0.179 -1.849 0.148 -0.246
C 1.268 -0.864 0.188 -0.744
C 0.627 0.532 -0.025 0.625
O 0.777 1.463 1.037 -0.660
O 1.161 1.028 -1.206 -0.584
H -1.036 1.489 1.215 0.392
H -2.432 1.116 -1.132 0.343
H -1.946 -1.897 -0.279 0.303
H 0.569 -2.884 0.280 0.386
H 1.827 -0.994 1.224 0.250
H 2.057 -1.136 -0.493 0.369
H 1.697 1.879 0.883 0.354
H 0.661 1.797 -1.460 0.342
```

Calculated values
Structure (SMILES): OC1(O)C=CCC1(O)O
HOMO-LUMO gap, eV: 9.865
Highest occupied orbital energy, Eh: -0.339

## Q
An isolated molecule of C5H8O4, computed with ωB97M-V/def2-TZVPD.

```
17
Properties=species:S:1:pos:R:3:mulliken_charge:R:1
C -1.887 -0.036 -0.328 -0.901
C -0.649 0.423 -0.240 0.380
C -0.159 1.691 -0.693 0.428
O 0.943 1.827 -1.278 -0.625
O -0.812 2.773 -0.266 -0.449
C 0.817 -0.564 0.263 1.270
C 0.339 -1.990 0.456 -1.810
O 1.228 0.099 1.418 -0.563
O 1.702 -0.429 -0.707 -0.668
H -2.677 0.546 -0.787 0.302
H -2.150 -1.038 -0.016 0.272
H -0.242 3.548 -0.401 0.358
H -0.057 -2.376 -0.477 0.383
H 1.202 -2.591 0.749 0.432
H -0.415 -2.056 1.238 0.446
H 1.224 -0.483 2.186 0.322
H 1.594 0.656 -1.117 0.424
```

Calculated values
Structure (SMILES): C=C(C(=O)O)C(C)(O)O
HOMO-LUMO gap, eV: 9.784
Highest occupied orbital energy, Eh: -0.347

Here are the energies relative to the best structure, in kJ/mol: P 27.4; Q 0.0.

## P
A cluster of 2 separate species, C6H16NO in total, computed with ωB97M-V/def2-TZVPD.

```
24
Properties=species:S:1:pos:R:3:mulliken_charge:R:1
C 2.067 -0.146 1.165 -1.458
C 0.913 0.668 0.685 0.283
C -0.189 -0.260 0.246 -0.302
C 0.222 -1.092 -0.920 -0.334
C -0.414 -1.100 -2.084 -0.106
C -0.085 -1.852 -3.337 -1.241
N 0.476 1.484 1.942 -0.219
H 1.890 -0.977 1.833 0.416
H 2.422 -0.773 0.320 0.380
H 3.026 0.222 1.546 0.403
H 1.275 1.323 -0.139 0.224
H -1.131 0.242 -0.090 -0.009
H -0.562 -0.773 1.162 0.384
H 0.936 -1.885 -0.657 0.289
H -1.126 -0.271 -2.176 0.246
H -0.591 -1.434 -4.172 0.359
H -0.408 -2.857 -3.256 0.332
H 0.975 -1.945 -3.609 0.327
H 0.453 0.926 2.791 0.417
H -0.517 1.818 1.879 0.252
H 1.069 2.316 2.059 0.401
H -3.079 1.095 0.897 0.304
H -3.014 2.084 2.080 0.294
O -2.480 1.662 1.399 -0.641
```

Calculated values
Total charge: +1
HOMO-LUMO gap, eV: 9.653
Highest occupied orbital energy, Eh: -0.470

## Q
A cluster of 2 separate species, C6H16NO in total, computed with ωB97M-V/def2-TZVPD.

```
24
Properties=species:S:1:pos:R:3:mulliken_charge:R:1
C -1.011 1.431 -1.570 -1.440
C -0.919 0.810 -0.194 0.521
C 0.432 0.421 0.332 -1.092
C 1.182 -0.357 -0.786 -0.458
C 1.350 -1.673 -0.706 0.014
C 2.444 -2.214 -1.623 -1.207
N -1.428 1.885 0.845 -0.321
H -1.185 0.644 -2.298 0.369
H -1.879 2.125 -1.658 0.434
H -0.080 1.978 -1.749 0.349
H -1.638 -0.061 -0.107 0.262
H 0.336 -0.313 1.088 0.373
H 1.113 1.153 0.775 0.437
H 1.660 0.264 -1.494 0.350
H 0.787 -2.395 -0.094 0.351
H 2.941 -3.114 -1.230 0.359
H 3.214 -1.446 -1.714 0.329
H 2.104 -2.378 -2.636 0.289
H -0.982 2.793 0.645 0.367
H -1.219 1.699 1.813 0.312
H -2.453 1.759 0.773 0.384
H -1.195 -1.661 4.018 0.320
H -2.259 -0.625 3.873 0.321
O -1.314 -0.726 3.695 -0.625
```

Calculated values
Total charge: +1
HOMO-LUMO gap, eV: 9.260
Highest occupied orbital energy, Eh: -0.464

Here are the energies relative to the best structure, in kJ/mol: P 0.0; Q 40.9.

## P
An isolated molecule of C22H27N3O3S, computed with ωB97M-V/def2-TZVPD.

```
56
Properties=species:S:1:pos:R:3:mulliken_charge:R:1
C 8.076 0.510 0.890 -1.075
C 7.363 -0.761 0.453 -0.231
O 5.968 -0.715 0.759 -0.467
C 5.187 -0.046 -0.117 0.585
O 5.578 0.466 -1.131 -0.623
N 3.903 -0.076 0.347 -0.046
C 2.760 0.487 -0.218 0.691
C 2.784 1.199 -1.416 -0.578
C 1.622 1.768 -1.896 -0.642
C 0.421 1.603 -1.221 0.717
C 0.373 0.842 -0.056 -0.918
C 1.556 0.328 0.462 -0.690
N -0.839 0.664 0.639 0.758
C -1.311 -0.560 1.074 0.352
O -2.179 -0.651 1.910 -0.576
C -0.768 -1.769 0.341 -0.648
C -1.569 -1.938 -0.967 -1.363
N -2.976 -2.095 -0.700 0.929
C -3.860 -1.520 -1.693 -0.864
C -3.963 -0.006 -1.541 -0.875
C -3.368 -3.417 -0.247 -0.942
C -4.360 -3.308 0.908 -1.096
C -1.607 1.840 0.833 -0.464
C -2.183 2.142 2.058 -0.536
C -2.976 3.268 2.195 -0.814
C -3.182 4.116 1.120 -0.585
C -2.583 3.843 -0.096 -0.672
C -1.800 2.710 -0.239 1.050
S -1.051 2.379 -1.816 -0.291
H 7.919 0.684 1.952 0.297
H 7.693 1.360 0.331 0.307
H 9.141 0.413 0.699 0.356
H 7.738 -1.632 0.993 0.287
H 7.483 -0.910 -0.625 0.323
H 3.779 -0.559 1.226 0.217
H 3.712 1.319 -1.947 0.557
H 1.636 2.345 -2.807 0.434
H 1.528 -0.207 1.401 0.422
H -0.926 -2.636 0.981 0.580
H 0.287 -1.683 0.094 0.428
H -1.146 -2.796 -1.523 0.350
H -1.425 -1.046 -1.582 0.430
H -3.544 -1.774 -2.721 0.304
H -4.851 -1.949 -1.537 0.473
H -4.774 0.378 -2.153 0.518
H -3.046 0.487 -1.851 0.004
H -4.155 0.242 -0.500 0.245
H -3.801 -4.013 -1.068 0.438
H -2.479 -3.947 0.103 0.401
H -4.570 -4.291 1.324 0.425
H -3.936 -2.670 1.678 0.192
H -5.294 -2.865 0.574 0.283
H -2.031 1.476 2.891 0.458
H -3.434 3.482 3.148 0.391
H -3.802 4.993 1.226 0.410
H -2.723 4.495 -0.945 0.384
```

Calculated values
Structure (SMILES): CCOC(=O)Nc1ccc2c(c1)N(C(=O)CCN(CC)CC)c1ccccc1S2
HOMO-LUMO gap, eV: 8.466
Highest occupied orbital energy, Eh: -0.291

## Q
An isolated molecule of C22H27N3O3S, computed with ωB97M-V/def2-TZVPD.

```
56
Properties=species:S:1:pos:R:3:mulliken_charge:R:1
C -0.547 4.364 -0.131 -1.004
C -0.792 4.126 1.363 -0.690
N -0.110 2.996 1.960 0.007
C -0.513 1.702 1.453 -0.607
C 0.052 0.615 2.364 -1.244
N 1.502 0.700 2.370 0.886
C 2.119 -0.407 3.084 -0.888
C 3.622 -0.544 2.798 -0.818
C 3.983 -0.264 1.328 -0.862
N 2.945 -0.677 0.421 -0.025
C 3.009 -1.806 -0.313 0.669
O 3.996 -2.512 -0.395 -0.720
C 1.774 -2.124 -1.065 0.375
C 1.614 -3.167 -1.929 -1.108
C 0.314 -3.226 -2.482 0.087
C -0.179 -4.212 -3.435 0.105
O 0.456 -5.123 -3.896 -0.624
O -1.484 -4.062 -3.824 -0.445
C -2.295 -3.075 -3.367 -0.263
C -3.605 -3.041 -3.838 -0.547
C -4.466 -2.059 -3.400 -0.685
C -4.056 -1.083 -2.485 0.542
C -5.021 -0.034 -2.029 -1.555
C -2.758 -1.116 -2.020 -0.646
C -1.865 -2.102 -2.450 1.456
C -0.510 -2.214 -2.021 0.573
S 0.313 -1.182 -0.911 -0.358
C 1.894 2.001 2.883 -1.065
C 1.334 3.089 1.971 -0.746
H 0.506 4.551 -0.327 0.285
H -0.866 3.506 -0.719 0.234
H -1.115 5.232 -0.457 0.414
H -0.485 5.015 1.922 0.392
H -1.863 3.978 1.532 0.387
H -1.604 1.648 1.452 0.423
H -0.148 1.520 0.426 0.314
H -0.247 -0.367 1.986 0.504
H -0.364 0.743 3.377 0.327
H 1.619 -1.321 2.751 0.382
H 1.966 -0.327 4.174 0.367
H 4.197 0.132 3.431 0.404
H 3.912 -1.563 3.057 0.407
H 4.893 -0.803 1.055 0.475
H 4.146 0.807 1.183 0.303
H 2.073 -0.179 0.558 0.049
H 2.396 -3.866 -2.159 0.546
H -3.921 -3.794 -4.542 0.463
H -5.480 -2.040 -3.769 0.393
H -4.550 0.653 -1.332 0.343
H -5.393 0.534 -2.881 0.347
H -5.878 -0.496 -1.540 0.342
H -2.404 -0.380 -1.312 0.560
H 2.982 2.067 2.905 0.492
H 1.512 2.156 3.907 0.284
H 1.621 4.072 2.353 0.471
H 1.769 2.958 0.965 0.292
```

Calculated values
Structure (SMILES): CCN1CCN(CCCNC(=O)c2cc3c(=O)oc4ccc(C)cc4c3s2)CC1
HOMO-LUMO gap, eV: 8.101
Highest occupied orbital energy, Eh: -0.312

Here are the energies relative to the best structure, in kJ/mol: P 0.0; Q 9.5.